No. 1
Density functional theory data (ωB97M-V/def2-TZVPD) for a gas-phase ion, C4H9NOS2 (charge +1) in a non-equilibrium geometry.

Results
LUMO (spin up / spin down) (eV): -4.76 / -8.71
F_max (eV/Å): 3.1
Total charge: +1
E (eV): -29491.6006
2S+1: 2
E_HOMO (spin up / spin down) (eV): -13.516 / -13.354
ΔE to the lowest compared entry with this formula, charge and spin (kJ/mol): 168.1

Atoms and positions in Å:
1 N 0.42164 1.34204 0.47732
2 C -1.03835 1.30709 0.15276
3 C -1.24917 1.94289 -1.32377
4 O -2.22508 2.48227 -1.72277
5 C -1.49022 -0.15405 -0.06160
6 S -0.57819 -1.45808 -0.94568
7 S 0.63886 -2.65687 0.19292
8 C 2.25745 -1.99578 0.57708
9 H 0.86800 0.83222 -0.26473
10 H 0.68141 0.82746 1.36821
11 H -1.46952 1.88889 0.96791
12 H -0.31877 1.98028 -1.94694
13 H -1.65632 -0.49917 0.94069
14 H -2.47622 -0.25200 -0.59442
15 H 2.71488 -1.79172 -0.39384
16 H 2.30120 -1.09272 1.23459
17 H 2.61842 -2.70273 1.34227


No. 2
Density functional theory data (ωB97M-V/def2-TZVPD) for C4H9NS in the gas phase in a non-equilibrium geometry.

Results
LUMO (eV): 0.97
F_max (eV/Å): 2.0
SMILES: C=NSC(C)C
E (eV): -16617.9387
E_HOMO (eV): -8.424
ΔE to the lowest compared entry with this formula, charge and spin (kJ/mol): 146.2

Atoms and positions in Å:
1 C 2.18572 1.86370 -1.33284
2 N 1.54141 0.92644 -0.74344
3 S -0.07048 1.28392 -0.48203
4 C -0.51702 -0.18089 0.62609
5 C 0.23077 -1.41708 0.29557
6 C -1.99341 -0.44575 0.56899
7 H 1.71052 2.71765 -1.92712
8 H 3.25424 1.80011 -1.32497
9 H -0.33522 0.13205 1.69157
10 H 0.03902 -2.15589 1.07159
11 H 1.29660 -1.25411 0.38175
12 H -0.17088 -1.77445 -0.61294
13 H -2.32282 -1.06241 1.40314
14 H -2.30851 -0.94620 -0.34963
15 H -2.53996 0.51290 0.73428


No. 3
Density functional theory data (ωB97M-V/def2-TZVPD) for C4H9NS in the gas phase in a non-equilibrium geometry.

Results
LUMO (eV): 0.94
F_max (eV/Å): 3.5
SMILES: CCS/C=N/C
E (eV): -16617.2825
E_HOMO (eV): -8.729
ΔE to the lowest compared entry with this formula, charge and spin (kJ/mol): 209.6

Atoms and positions in Å:
1 C 1.09234 -0.03425 1.67628
2 C 1.15904 -1.11543 0.57409
3 S -0.39076 -2.07279 0.23461
4 C -1.16803 -0.73399 -0.60042
5 N -0.57329 0.37917 -0.65709
6 C -1.12933 1.44659 -1.40373
7 H 0.77386 -0.54327 2.57342
8 H 2.21189 0.32570 1.78372
9 H 0.31202 0.69396 1.20220
10 H 1.52393 -0.59629 -0.30541
11 H 1.97118 -1.70207 0.75597
12 H -2.15776 -1.17927 -0.94808
13 H -0.61234 1.42795 -2.30384
14 H -2.13870 1.33340 -1.49699
15 H -0.87405 2.37061 -1.08471


No. 4
Density functional theory data (ωB97M-V/def2-TZVPD) for 2 unconnected molecules or ions with the total composition C4H9NS in a non-equilibrium geometry.

Results
LUMO (spin up / spin down) (eV): -1.89 / -1.89
F_max (eV/Å): 5.0
E (eV): -16615.5981
E_HOMO (spin up / spin down) (eV): -7.964 / -7.967
ΔE to the lowest compared entry with this formula, charge and spin (kJ/mol): 372.1

Atoms and positions in Å:
1 C -0.85401 -0.92888 0.22026
2 C -0.42755 1.58967 -0.00793
3 C 1.21147 0.02529 -1.17079
4 C -0.01834 0.16703 -0.29628
5 N -0.82436 -2.09339 -0.39573
6 S 0.24088 -0.22979 2.64447
7 H -1.66067 -0.65124 0.80895
8 H 0.36560 2.09093 0.47234
9 H -1.18179 1.70875 0.67365
10 H -0.70729 2.06686 -0.99615
11 H 1.67645 -0.87846 -1.25871
12 H 1.90061 0.82965 -0.94927
13 H 0.72806 0.35406 -2.21246
14 H -1.52785 -2.75806 0.01582
15 H 1.07880 -1.29242 2.45181


No. 5
Density functional theory data (ωB97M-V/def2-TZVPD) for 2 unconnected molecules or ions with the total composition C4H9NS in a non-equilibrium geometry.

Results
LUMO (eV): 0.80
F_max (eV/Å): 1.4
SMILES: C=CN=C.CS
E (eV): -16617.1911
E_HOMO (eV): -8.844
ΔE to the lowest compared entry with this formula, charge and spin (kJ/mol): 218.4

Atoms and positions in Å:
1 C -0.48179 1.79436 -3.00349
2 C -0.59346 1.64043 -1.69096
3 N 0.41880 1.12702 -0.86966
4 C 0.76718 -0.08097 -1.01570
5 H 0.34010 1.36175 -3.56019
6 H -1.31616 2.16890 -3.57906
7 H -1.46365 2.03880 -1.17625
8 H 1.77230 -0.41023 -0.76768
9 H 0.06645 -0.84394 -1.36252
10 C -0.33889 -0.28512 2.46179
11 S 0.19659 -1.78046 1.57582
12 H 0.23651 0.57446 2.12511
13 H -1.37705 -0.10607 2.19591
14 H -0.21527 -0.38968 3.53318
15 H 0.35403 -2.60426 2.61863


No. 6
Density functional theory data (ωB97M-V/def2-TZVPD) for 2 unconnected molecules or ions with the total composition C4H9NSi in a non-equilibrium geometry.

Results
LUMO (eV): 0.86
F_max (eV/Å): 4.0
E (eV): -13659.3857
E_HOMO (eV): -8.392
ΔE to the lowest compared entry with this formula, charge and spin (kJ/mol): 282.9

Atoms and positions in Å:
1 C 1.35914 1.79895 -2.26309
2 C 0.98715 1.08965 -1.36320
3 C 0.52314 -1.87924 -0.10312
4 C -2.19674 0.19277 0.25777
5 N 1.08415 0.73343 1.43515
6 Si 0.32218 0.12652 0.03538
7 H 1.50451 2.49317 -3.00278
8 H 0.57106 -2.14418 0.96055
9 H -0.44972 -2.30919 -0.34194
10 H 1.44932 -2.21740 -0.62381
11 H -2.27027 -0.38869 1.24813
12 H -2.68440 1.14275 0.34579
13 H -2.59325 -0.48650 -0.48909
14 H 1.12250 0.15040 2.24660
15 H 1.27122 1.69756 1.65766


No. 7
Density functional theory data (ωB97M-V/def2-TZVPD) for C4H9NSi in the gas phase in a non-equilibrium geometry.

Results
LUMO (spin up / spin down) (eV): -0.29 / -0.29
F_max (eV/Å): 4.4
E (eV): -13656.4828
E_HOMO (spin up / spin down) (eV): -9.039 / -9.036
ΔE to the lowest compared entry with this formula, charge and spin (kJ/mol): 562.9

Atoms and positions in Å:
1 C 1.64293 0.79711 -0.02798
2 C 0.71600 1.56104 0.49833
3 C 1.26165 -0.63827 -0.35826
4 C 0.25222 -1.06724 0.77423
5 N -0.77730 -0.14137 1.07976
6 Si -1.84367 0.40716 -0.12316
7 H 2.63062 1.12459 -0.34635
8 H 0.21242 2.45070 0.46175
9 H 0.68940 -0.54373 -1.39938
10 H 2.05922 -1.31660 -0.32283
11 H -0.12183 -2.05459 0.22528
12 H 0.68164 -1.25720 1.80739
13 H -2.54572 1.61123 0.60212
14 H -2.98494 -0.46842 -0.36252
15 H -1.27354 0.49917 -1.44944


No. 8
Density functional theory data (ωB97M-V/def2-TZVPD) for 2 unconnected molecules or ions with the total composition C4H9O.

Results
LUMO (eV): 3.56
F_max (eV/Å): 0.4
Total charge: -1
E (eV): -6339.6808
E_HOMO (eV): -1.897
ΔE to the lowest compared entry with this formula, charge and spin (kJ/mol): 105.0

Atoms and positions in Å:
1 C 0.21491 -0.41448 2.23054
2 O 0.20413 -0.18782 3.53681
3 H 0.27749 -1.49913 1.90722
4 H -0.66376 -0.01371 1.64136
5 H 1.07983 0.05232 1.65082
6 C -0.51599 0.80629 -2.93734
7 C 0.03282 0.48950 -1.57725
8 C 0.17224 -0.72854 -1.08410
9 H 0.23910 1.28492 -3.56603
10 H -0.89193 -0.08462 -3.44187
11 H -1.35589 1.50227 -2.86165
12 H 0.28750 1.33097 -0.94084
13 H 0.54383 -0.88736 -0.07487
14 H -0.10001 -1.62078 -1.64017


No. 9
Density functional theory data (ωB97M-V/def2-TZVPD) for a gas-phase ion, C4H9O (charge -1) in a non-equilibrium geometry.

Results
LUMO (eV): 4.26
F_max (eV/Å): 1.5
SMILES: CCCC[O-]
Total charge: -1
E (eV): -6340.6057
E_HOMO (eV): -2.073
ΔE to the lowest compared entry with this formula, charge and spin (kJ/mol): 15.7

Atoms and positions in Å:
1 C -2.16914 -0.34703 -0.30601
2 C -0.93734 0.34125 0.25745
3 C 0.22652 0.49932 -0.69719
4 C 1.52685 -0.24057 -0.17725
5 O 1.69762 -0.21902 1.14453
6 H -2.97449 -0.38705 0.43303
7 H -1.96065 -1.34366 -0.71264
8 H -2.52058 0.18519 -1.19056
9 H -1.29131 1.28707 0.70722
10 H -0.60542 -0.14831 1.17795
11 H -0.06847 0.01051 -1.64689
12 H 0.42616 1.53257 -1.00829
13 H 2.35940 0.23645 -0.77820
14 H 1.46777 -1.27753 -0.62500


No. 10
Density functional theory data (ωB97M-V/def2-TZVPD) for 2 unconnected molecules or ions with the total composition C4H9O2 in a non-equilibrium geometry.

Results
LUMO (eV): 4.21
F_max (eV/Å): 3.5
Total charge: -1
E (eV): -8389.7181
E_HOMO (eV): -3.806
ΔE to the lowest compared entry with this formula, charge and spin (kJ/mol): 74.6

Atoms and positions in Å:
1 C 0.30626 -1.68879 1.37322
2 C -0.84315 -1.37589 0.54662
3 H 0.99043 -2.52738 0.97611
4 H 0.76414 -0.71669 1.59505
5 H 0.09188 -1.90098 2.44092
6 H -0.60741 -0.65341 -0.23124
7 H -1.22131 -2.33172 0.19156
8 H -1.68873 -0.82994 1.05461
9 C -0.12958 1.75035 -1.68502
10 C 0.82775 1.61633 -0.44348
11 O 0.96235 2.65796 0.26544
12 O 1.39829 0.53403 -0.24489
13 H 0.45161 2.23919 -2.49748
14 H -0.87267 2.48170 -1.34735
15 H -0.42985 0.74525 -1.99407


No. 11
Density functional theory data (ωB97M-V/def2-TZVPD) for 2 unconnected molecules or ions with the total composition C4H9O2 in a non-equilibrium geometry.

Results
LUMO (eV): 3.44
F_max (eV/Å): 1.5
Total charge: -1
E (eV): -8390.1039
E_HOMO (eV): -3.661
ΔE to the lowest compared entry with this formula, charge and spin (kJ/mol): 37.4

Atoms and positions in Å:
1 C 0.66596 0.31356 -1.16191
2 C 1.28092 1.03406 -2.34783
3 H 1.36210 -0.01170 -0.40295
4 H -0.12782 0.88079 -0.67353
5 H 0.12644 -0.55750 -1.53001
6 H 1.46977 2.11117 -2.22229
7 H 0.74618 0.93900 -3.29587
8 H 2.30485 0.68064 -2.52141
9 C -1.16908 -0.16181 1.77040
10 C -0.98367 -1.58802 2.33253
11 O -0.07676 -1.73818 3.19327
12 O -1.75968 -2.45991 1.87951
13 H -0.28501 0.38555 1.45922
14 H -1.64651 0.46012 2.53646
15 H -1.90769 -0.28777 0.98443


No. 12
Density functional theory data (ωB97M-V/def2-TZVPD) for 2 unconnected molecules or ions with the total composition C4H9O2.

Results
LUMO (eV): 3.95
F_max (eV/Å): 0.7
Total charge: -1
E (eV): -8390.2945
E_HOMO (eV): -3.901
ΔE to the lowest compared entry with this formula, charge and spin (kJ/mol): 19.0

Atoms and positions in Å:
1 C 1.33977 0.26833 0.41716
2 C 2.08522 0.18177 1.77040
3 H 1.33685 1.28820 0.03861
4 H 1.75785 -0.41721 -0.31988
5 H 0.28412 0.03561 0.57410
6 H 1.40403 -0.13422 2.55679
7 H 2.49865 1.14866 2.07029
8 H 2.90757 -0.53301 1.73345
9 C -1.72401 0.05167 -1.81241
10 C -2.20420 -0.74221 -0.56368
11 O -2.75518 -1.84263 -0.77750
12 O -2.01740 -0.15140 0.53099
13 H -0.78081 0.55602 -1.59081
14 H -2.46019 0.85388 -1.91750
15 H -1.67228 -0.56346 -2.71002


No. 13
Density functional theory data (ωB97M-V/def2-TZVPD) for 2 unconnected molecules or ions with the total composition C4H9O2 in a non-equilibrium geometry.

Results
LUMO (eV): 3.97
F_max (eV/Å): 3.1
Total charge: -1
E (eV): -8389.7064
E_HOMO (eV): -3.571
ΔE to the lowest compared entry with this formula, charge and spin (kJ/mol): 75.8

Atoms and positions in Å:
1 C -0.19260 -1.33863 2.69343
2 C -0.28391 -0.59844 1.36583
3 H -0.98436 -0.93234 3.36578
4 H -0.45753 -2.37253 2.49745
5 H 0.74903 -1.09237 3.21252
6 H -0.66311 0.44401 1.27994
7 H 0.76289 -0.43170 0.99673
8 H -0.54304 -1.22014 0.49862
9 C 0.66020 1.01686 -2.79190
10 C -0.36878 1.24653 -1.65932
11 O -0.29003 2.22093 -0.86912
12 O -1.23963 0.34242 -1.51651
13 H 0.19178 0.33587 -3.49202
14 H 1.53099 0.48811 -2.40783
15 H 1.12809 1.89143 -3.17361


No. 14
Density functional theory data (ωB97M-V/def2-TZVPD) for a molecular structure, C4H9O2 in a non-equilibrium geometry.

Results
LUMO (eV): 4.47
F_max (eV/Å): 1.4
Total charge: -1
E (eV): -8388.3111
E_HOMO (eV): -3.339
ΔE to the lowest compared entry with this formula, charge and spin (kJ/mol): 210.4

Atoms and positions in Å:
1 O 1.92139 -0.00330 1.13974
2 C 1.67426 1.18115 0.81025
3 H 1.41274 1.93225 1.57358
4 H 2.26114 1.57691 -0.03689
5 C -0.04351 0.44176 -1.04360
6 O 0.12536 1.45866 -0.10204
7 C -1.18800 -0.54694 -0.66783
8 C -0.92228 -1.32237 0.61400
9 H 0.91358 -0.11509 -1.09334
10 H -0.26346 0.86700 -2.03611
11 H -1.39049 -1.17943 -1.53956
12 H -2.00568 0.16094 -0.49839
13 H -1.80580 -1.90357 0.89543
14 H -0.68571 -0.64457 1.43695
15 H -0.00352 -1.90340 0.54783


No. 15
Density functional theory data (ωB97M-V/def2-TZVPD) for 2 unconnected molecules or ions with the total composition C4H9O2 in a non-equilibrium geometry.

Results
LUMO (eV): 4.16
F_max (eV/Å): 3.2
Total charge: -1
E (eV): -8389.6485
E_HOMO (eV): -3.923
ΔE to the lowest compared entry with this formula, charge and spin (kJ/mol): 81.4

Atoms and positions in Å:
1 C 1.62267 -0.55853 -1.85135
2 C 1.69532 -0.37831 -0.33305
3 O 1.68445 0.81933 0.04576
4 O 1.81218 -1.45758 0.28163
5 H 1.61369 0.42073 -2.32880
6 H 0.92527 -1.24168 -2.29338
7 H 2.60236 -0.92148 -2.19100
8 C -0.84751 0.68682 0.69067
9 C -2.11711 0.18895 1.51757
10 H 0.03245 0.64804 1.32485
11 H -0.66656 -0.03444 -0.09648
12 H -1.16403 1.65003 0.35751
13 H -2.47249 1.06389 2.06009
14 H -1.90427 -0.72095 2.03211
15 H -2.81642 -0.16482 0.78388


No. 16
Density functional theory data (ωB97M-V/def2-TZVPD) for 2 unconnected molecules or ions with the total composition C4H9O2 in a non-equilibrium geometry.

Results
LUMO (eV): 4.01
F_max (eV/Å): 3.4
Total charge: -1
E (eV): -8389.3857
E_HOMO (eV): -3.847
ΔE to the lowest compared entry with this formula, charge and spin (kJ/mol): 106.7

Atoms and positions in Å:
1 C 1.81816 0.65257 -0.48324
2 C 1.57625 0.96783 1.08773
3 O 2.45833 0.39680 1.75418
4 O 0.67551 1.77148 1.40598
5 H 0.97950 0.12152 -0.94505
6 H 2.83060 0.30391 -0.52324
7 H 1.45277 1.55041 -1.02427
8 C -1.49435 -1.42640 -0.58723
9 C -1.51831 -0.12746 0.20778
10 H -1.99887 -2.23693 -0.08345
11 H -1.95071 -1.31241 -1.57818
12 H -0.42511 -1.59130 -0.74582
13 H -0.63026 0.52550 0.26309
14 H -2.24823 0.65539 -0.02920
15 H -1.52528 -0.25090 1.28093


No. 17
Density functional theory data (ωB97M-V/def2-TZVPD) for 2 unconnected molecules or ions with the total composition C4H9O2 in a non-equilibrium geometry.

Results
LUMO (spin up / spin down) (eV): 6.81 / 6.73
F_max (eV/Å): 2.4
Total charge: -2
E (eV): -8385.9336
2S+1: 2
E_HOMO (spin up / spin down) (eV): 4.017 / -1.349
ΔE to the lowest compared entry with this formula, charge and spin (kJ/mol): 41.8

Atoms and positions in Å:
1 C -1.45854 1.07351 -0.02232
2 C -0.34423 1.33460 1.09013
3 O -0.39143 0.55869 2.06494
4 O 0.35882 2.33547 0.86646
5 H -1.52261 1.96430 -0.63835
6 H -2.36975 1.10876 0.60882
7 H -1.42724 0.06413 -0.41571
8 C 0.57327 -2.63311 -2.08706
9 C 1.29723 -1.77686 -1.02046
10 H 0.99896 -2.59652 -3.08839
11 H 0.31379 -3.60956 -1.67608
12 H -0.38801 -2.13976 -2.25757
13 H 0.51378 -1.50454 -0.31319
14 H 1.51488 -0.77168 -1.41457
15 H 2.20859 -2.17135 -0.56792